Formula: C23H34N2O3
Source: the Open Molecules 2025 dataset
Level of theory: ωB97M-V/def2-TZVPD

The calculation puts the largest force on an atom at 0.30 eV/A. The SMILES is CC[C@]1(C)C[C@H](C(=O)N2CC3(C[C@H](C(=O)N4[C@H]5CC=C[C@H]4CCC5)CO3)C2)C1. The value obtained for the total energy is -33523.113 eV. The molar mass comes out at 386.5 g/mol. As for the spin multiplicity: 1. Its frontier orbital gap is 0.355 Eh. The calculation puts the HOMO energy at -9.1 eV. The LUMO energy comes out at 0.59 eV.

Geometry (Å):
C (-5.902592, 0.123272, 2.983817)
C (-4.696462, -0.620980, 2.418177)
C (-3.429728, 0.233771, 2.349107)
C (-2.624634, 0.115175, 3.638779)
C (-2.496090, 0.001571, 1.129976)
C (-2.314607, 1.540385, 1.020319)
C (-2.350139, 2.077743, -0.389318)
O (-3.368311, 2.445528, -0.951940)
N (-1.160354, 2.023522, -1.030916)
C (0.217735, 1.897717, -0.560669)
C (0.653258, 2.131366, -2.039376)
C (1.172513, 0.894711, -2.748524)
C (2.665696, 0.968767, -2.400129)
C (2.927480, 0.370372, -1.017595)
O (3.240770, 1.053801, -0.050620)
N (2.727122, -0.954869, -0.909927)
C (2.992766, -1.712023, 0.316570)
C (4.513328, -1.727248, 0.427663)
C (4.866277, -2.425221, -0.902802)
C (3.980467, -2.649451, -1.887111)
C (2.584769, -1.992792, -1.892124)
C (1.344853, -2.806048, -1.333145)
C (0.693089, -2.137450, -0.059471)
C (1.683380, -1.652791, 1.080886)
C (2.911371, 2.480329, -2.419017)
O (1.630811, 3.112342, -2.263428)
C (-0.796331, 2.556913, -2.339223)
C (-3.576925, 1.703717, 1.877425)
H (-6.767117, -0.536399, 3.065233)
H (-5.696927, 0.519862, 3.980948)
H (-6.182561, 0.960747, 2.345314)
H (-4.498168, -1.521361, 3.007074)
H (-4.947735, -0.961816, 1.409172)
H (-1.731144, 0.743345, 3.617398)
H (-3.219866, 0.419249, 4.503759)
H (-2.307894, -0.918785, 3.793543)
H (-1.601345, -0.604501, 1.285512)
H (-3.048743, -0.379772, 0.268893)
H (-1.407057, 1.862415, 1.532834)
H (0.541358, 2.711309, 0.092559)
H (0.469264, 0.936725, -0.110990)
H (0.676082, -0.017768, -2.418678)
H (1.025805, 1.006387, -3.825380)
H (3.290243, 0.453310, -3.131471)
H (2.902627, -2.752471, 0.026908)
H (4.872931, -2.346590, 1.252379)
H (4.965302, -0.739308, 0.516333)
H (5.867434, -2.829148, -1.004966)
H (4.269087, -3.242141, -2.747598)
H (2.376253, -1.605277, -2.889542)
H (0.569937, -2.867560, -2.099051)
H (1.639276, -3.835647, -1.119181)
H (-0.027395, -2.848509, 0.349729)
H (0.106428, -1.283870, -0.402145)
H (1.674589, -2.340032, 1.927965)
H (1.413849, -0.657301, 1.434913)
H (3.566296, 2.780962, -1.602980)
H (3.332640, 2.804140, -3.372019)
H (-1.285351, 2.076228, -3.186880)
H (-0.915034, 3.640685, -2.404735)
H (-4.434094, 1.838681, 1.217204)
H (-3.578468, 2.482075, 2.640556)

Forces on atoms 1 to 2 (eV/Å):
0.06 -0.06 0.19
-0.12 0.14 -0.24